{
  "formula": "C4H7N3O",
  "method": "wB97M-V/def2-TZVPD",
  "spin_multiplicity": 1,
  "e_tot_ev": -10772.0714,
  "gap_ev": 9.53,
  "smiles": "C=N/N=C\\O/N=C\\C",
  "de_lowest_kj_mol": 740.6,
  "e_lumo_ev": 0.2862,
  "species": ["C", "N", "N", "C", "O", "N", "C", "C", "H", "H", "H", "H", "H", "H", "H"],
  "xyz": [[3.0604, 1.0093, -0.0826], [1.8857, 0.6393, -0.0186], [1.9476, -0.6966, -0.0625], [0.7230, -1.3003, 0.0807], [-0.4832, -0.5234, 0.3487], [-1.7492, -1.0216, -0.1845], [-2.5674, -0.0548, -0.3668], [-2.4323, 1.4850, 0.1397], [3.6676, 0.2110, -0.6330], [3.4670, 2.0384, 0.1809], [0.6266, -2.3676, 0.5155], [-3.8117, -0.1589, -0.3582], [-1.3581, 1.8415, 0.0428], [-2.9447, 2.0587, -0.4591], [-3.0729, 1.2813, 1.1539]],
  "atomic_forces_ev_per_a": [[4.3, 1.5, -1.9], [-2.3, 1.6, 1.5], [-6.4, -5.5, 0.0], [1.2, 1.7, 1.8], [1.5, -0.4, -1.3], [0.1, 0.1, -0.2], [-2.3, 2.3, 2.4], [2.7, -5.8, 3.2], [0.5, 1.4, 1.5], [-1.0, -1.3, -0.6], [0.4, 1.6, -1.6], [3.6, -1.0, -1.0], [-1.3, -0.6, 1.3], [-3.2, 2.9, -3.2], [2.3, 1.3, -1.9]]
}

***

{
  "formula": "C45H66BrF6GeN5P4Sr",
  "method": "wB97M-V/def2-TZVPD",
  "spin_multiplicity": 1,
  "e_tot_ev": -236037.1746,
  "gap_ev": [5.00, 4.98],
  "de_lowest_kj_mol": 102.5,
  "charge": 2,
  "e_lumo_ev": [-7.2999, -7.2051],
  "species": ["Sr", "C", "C", "C", "P", "C", "N", "Ge", "N", "C", "P", "C", "C", "C", "C", "C", "C", "C", "C", "C", "C", "C", "C", "N", "C", "C", "C", "C", "C", "C", "C", "C", "C", "C", "C", "C", "N", "C", "P", "C", "C", "C", "C", "C", "C", "C", "C", "C", "H", "H", "H", "H", "H", "H", "H", "H", "H", "H", "H", "H", "H", "H", "H", "H", "H", "H", "H", "H", "H", "H", "H", "H", "H", "H", "H", "H", "H", "H", "H", "H", "H", "H", "H", "H", "H", "H", "H", "H", "H", "H", "H", "H", "H", "H", "H", "H", "H", "H", "H", "H", "H", "H", "H", "H", "H", "H", "H", "H", "C", "C", "C", "C", "C", "Br", "N", "C", "H", "H", "H", "H", "H", "H", "F", "P", "F", "F", "F", "F", "F"],
  "xyz": [[0.1366, -1.2798, -2.3802], [-5.2602, 1.0738, -0.8684], [-4.1404, 0.1358, -1.3272], [-4.5999, -1.3256, -1.2007], [-2.4855, 0.3225, -0.5255], [-2.9996, 0.1447, 1.2376], [-1.9543, 0.4784, 2.2058], [0.0662, 0.0327, 1.6431], [1.0272, -1.0156, 2.8715], [1.6581, -2.2420, 2.3779], [1.0928, -2.8551, 0.7276], [-0.2691, -3.9930, 1.2440], [-1.4757, -3.1435, 1.6822], [-0.6721, -4.9613, 0.1309], [2.5562, -3.9263, 0.3487], [2.7353, -5.1137, 1.2989], [2.5649, -4.3684, -1.1220], [1.6556, -0.4122, 3.9673], [2.7788, -0.9425, 4.6104], [3.4191, -0.2296, 5.6184], [2.9786, 1.0295, 6.0057], [1.8421, 1.5456, 5.4062], [1.1811, 0.8075, 4.4390], [-0.0717, 1.2467, 3.8591], [-1.2399, 0.7183, 4.4394], [-1.3915, 0.4759, 5.7989], [-2.5979, -0.0029, 6.2669], [-3.6595, -0.2705, 5.3727], [-3.5000, -0.1017, 4.0240], [-2.2605, 0.3708, 3.5121], [-0.1061, 2.5525, 3.3177], [-0.8819, 3.5876, 3.8162], [-0.6892, 4.8607, 3.3164], [0.2838, 5.1033, 2.3232], [1.0168, 4.0725, 1.7814], [0.7855, 2.7504, 2.2289], [1.2931, 1.6033, 1.7115], [2.4955, 1.5395, 0.8802], [2.1741, 1.1053, -0.8946], [1.6645, 2.7364, -1.5950], [2.7515, 3.7927, -1.7655], [0.9633, 2.4686, -2.9356], [3.8957, 0.7195, -1.4432], [4.1486, -0.7720, -1.1340], [5.0300, 1.5577, -0.8477], [-2.0451, 2.1296, -0.6690], [-2.3520, 2.6199, -2.0903], [-2.5984, 3.0902, 0.3865], [-6.1138, 0.9647, -1.5432], [-4.9770, 2.1252, -0.8763], [-5.6145, 0.8164, 0.1340], [-3.9349, 0.3402, -2.3812], [-4.9487, -1.5393, -0.1819], [-3.8089, -2.0371, -1.4389], [-5.4390, -1.5149, -1.8746], [-3.3487, -0.8872, 1.3640], [-3.8566, 0.7984, 1.4083], [1.5255, -3.0526, 3.0962], [2.7375, -2.0887, 2.2645], [0.0913, -4.5617, 2.0992], [-1.8299, -2.5196, 0.8469], [-1.2343, -2.4877, 2.5281], [-2.3018, -3.7908, 1.9923], [-0.9251, -4.4222, -0.7919], [-1.5560, -5.5314, 0.4348], [0.1138, -5.6802, -0.1074], [3.3999, -3.2451, 0.4885], [1.9333, -5.8516, 1.1806], [2.7719, -4.8143, 2.3518], [3.6790, -5.6203, 1.0706], [1.7438, -5.0561, -1.3504], [3.4991, -4.8912, -1.3464], [2.5012, -3.5220, -1.8083], [3.1573, -1.9196, 4.3328], [4.2838, -0.6694, 6.1058], [3.4929, 1.5838, 6.7812], [1.4414, 2.5128, 5.7049], [-0.5766, 0.6915, 6.4805], [-2.7400, -0.1483, 7.3321], [-4.6100, -0.6207, 5.7605], [-4.3167, -0.3253, 3.3481], [-1.5890, 3.4028, 4.6204], [-1.2600, 5.6878, 3.7243], [0.4527, 6.1184, 1.9749], [1.7384, 4.2721, 0.9920], [3.1222, 0.7314, 1.2744], [3.0718, 2.4586, 0.9310], [0.9181, 3.1075, -0.8853], [3.5009, 3.4754, -2.4971], [3.2648, 4.0308, -0.8301], [2.3042, 4.7214, -2.1368], [1.6559, 2.0374, -3.6674], [0.5642, 3.3960, -3.3591], [0.1277, 1.7729, -2.8028], [3.8789, 0.8483, -2.5301], [4.2872, -0.9195, -0.0541], [5.0573, -1.1173, -1.6343], [3.3340, -1.4146, -1.4648], [5.1796, 1.3193, 0.2101], [4.8861, 2.6310, -0.9433], [5.9616, 1.3082, -1.3643], [-0.9550, 2.1119, -0.5524], [-3.4224, 2.8025, -2.2223], [-2.0458, 1.8987, -2.8550], [-1.8292, 3.5621, -2.2876], [-3.6910, 3.1283, 0.3827], [-2.2365, 4.1044, 0.1743], [-2.2670, 2.8305, 1.3947], [-1.7367, 1.2655, -7.2133], [-1.8775, 0.1648, -6.1892], [-2.4660, -1.0624, -6.4879], [-2.5179, -2.0778, -5.5463], [-1.9677, -1.8224, -4.3111], [-1.9198, -3.1886, -2.9704], [-1.4278, -0.6572, -3.9672], [-1.3735, 0.3106, -4.9104], [-2.5386, 1.2270, -7.9501], [-0.7895, 1.1570, -7.7493], [-1.7413, 2.2497, -6.7446], [-2.8699, -1.2389, -7.4814], [-2.9483, -3.0441, -5.7740], [-0.8709, 1.2315, -4.6245], [1.5926, -0.5570, -3.8884], [2.0333, -1.9690, -4.8184], [2.3345, -3.3140, -5.5422], [1.1096, -2.8029, -3.6271], [0.6837, -1.7613, -5.6111], [3.2655, -2.1173, -3.8443], [2.8329, -1.0515, -5.7975]],
  "atomic_forces_ev_per_a": [[0.4, 1.2, 4.5], [-0.1, 0.0, -0.1], [-0.2, -0.1, 0.1], [-0.1, 0.0, 0.1], [0.3, 0.1, -0.2], [0.3, 0.1, 0.2], [-0.2, 0.0, -0.1], [0.3, 0.5, 0.2], [0.1, -0.4, 0.1], [-0.1, 0.3, 0.1], [-0.1, 0.0, -0.2], [-0.3, 0.2, -0.2], [0.1, 0.0, 0.0], [-0.1, 0.0, 0.0], [0.0, -0.2, -0.2], [0.0, -0.1, 0.0], [0.0, -0.1, 0.1], [0.3, -0.3, -0.2], [0.2, -0.1, 0.1], [0.0, -0.1, 0.0], [0.0, 0.0, 0.0], [-0.2, 0.1, 0.1], [-0.5, 0.4, -0.1], [0.1, -0.2, 0.3], [0.2, 0.1, 0.0], [0.2, 0.1, -0.1], [-0.3, -0.1, -0.1], [0.0, 0.0, 0.1], [-0.1, -0.1, 0.0], [-0.2, -0.2, -0.2], [0.3, 0.1, -0.1], [0.1, -0.2, 0.1], [0.2, 0.3, -0.3], [-0.2, 0.1, 0.3], [-0.1, -0.2, -0.1], [-0.2, 0.5, 0.0], [0.2, -0.3, -0.4], [-0.5, -0.2, 0.2], [-0.1, -0.1, 0.1], [0.1, 0.0, -0.4], [0.0, 0.2, 0.0], [0.1, 0.1, 0.0], [0.1, -0.3, 0.0], [0.1, 0.2, 0.0], [0.1, -0.1, 0.0], [-0.1, 0.0, 0.0], [0.0, 0.0, 0.0], [0.0, 0.1, 0.0], [0.0, 0.0, 0.1], [0.0, -0.1, 0.0], [0.0, 0.0, -0.1], [0.0, 0.0, -0.1], [0.0, 0.0, -0.2], [-0.1, 0.1, 0.0], [0.0, 0.0, 0.1], [0.0, 0.0, 0.0], [0.0, 0.1, 0.1], [0.0, -0.1, 0.1], [0.0, 0.0, 0.0], [0.0, -0.1, 0.1], [0.1, -0.1, 0.1], [0.0, -0.1, -0.1], [0.1, 0.0, 0.0], [0.1, -0.1, 0.2], [0.1, 0.1, 0.0], [-0.1, 0.1, 0.0], [0.0, 0.1, 0.0], [0.1, 0.1, 0.0], [0.0, 0.0, -0.2], [-0.1, 0.0, 0.0], [0.1, 0.1, 0.0], [-0.1, 0.0, 0.0], [0.0, -0.1, 0.1], [0.0, 0.2, 0.1], [-0.1, 0.0, -0.1], [0.0, 0.0, -0.1], [0.1, -0.1, -0.1], [-0.1, 0.0, -0.1], [0.0, 0.0, -0.1], [0.1, 0.0, 0.0], [0.1, 0.0, 0.1], [0.1, 0.0, -0.1], [0.1, -0.1, -0.1], [0.0, -0.1, 0.1], [-0.1, -0.1, 0.2], [0.0, 0.0, 0.1], [0.0, 0.2, 0.1], [-0.1, 0.0, 0.0], [-0.1, 0.0, 0.1], [0.0, 0.0, -0.1], [0.1, -0.1, 0.0], [-0.1, 0.0, 0.1], [0.0, -0.1, 0.0], [0.1, 0.1, 0.0], [0.0, 0.0, 0.0], [0.0, 0.0, -0.1], [-0.1, 0.1, 0.1], [0.0, 0.0, 0.0], [0.0, 0.0, -0.1], [0.0, -0.1, 0.0], [-0.1, 0.0, 0.1], [0.0, 0.0, 0.0], [0.1, 0.0, 0.0], [-0.1, 0.1, 0.1], [-0.1, -0.1, 0.0], [0.1, 0.0, 0.0], [-0.1, -0.1, 0.0], [0.0, 0.0, -0.1], [0.0, -0.2, 0.1], [0.0, 0.1, -0.2], [-0.1, -0.1, -0.1], [-0.1, -0.2, -0.1], [-0.1, 0.7, -0.1], [-0.8, -0.6, -0.4], [-1.2, 0.4, -1.7], [0.0, -0.3, 0.3], [0.0, 0.0, 0.1], [-0.1, 0.0, 0.0], [0.0, 0.0, 0.0], [0.0, 0.0, 0.1], [0.0, 0.1, 0.0], [-0.1, -0.1, 0.0], [0.9, 0.2, -1.0], [0.6, 0.0, -0.2], [0.0, -0.3, -0.1], [0.7, -0.9, -1.1], [-0.6, 0.1, -0.2], [0.3, 0.0, 0.4], [0.1, 0.2, -0.2]]
}

***

{
  "formula": "C18H15AgClO4SSb",
  "method": "wB97M-V/def2-TZVPD",
  "spin_multiplicity": 1,
  "e_tot_ev": -60985.2520,
  "gap_ev": 8.83,
  "e_lumo_ev": -0.2391,
  "species": ["Ag", "O", "Cl", "O", "O", "O", "S", "Sb", "C", "C", "C", "C", "C", "C", "C", "C", "C", "C", "C", "C", "C", "C", "C", "C", "C", "C", "H", "H", "H", "H", "H", "H", "H", "H", "H", "H", "H", "H", "H", "H", "H"],
  "xyz": [[0.3455, -0.1622, -0.8240], [-1.7627, -0.0485, -2.1409], [-2.2217, -0.1014, -0.7737], [-3.6300, -0.0618, -0.6986], [-1.6979, -1.3175, -0.1730], [-1.6273, 1.0150, -0.0565], [2.6834, -0.1704, -1.3928], [3.4710, 0.1656, 0.7400], [5.1445, -1.1511, 0.7346], [4.9035, -2.4988, 0.4923], [5.9696, -3.3668, 0.3175], [7.2709, -2.8859, 0.3723], [7.5081, -1.5415, 0.6147], [6.4441, -0.6680, 0.7975], [2.1577, -0.3936, 2.3298], [1.9673, 0.3837, 3.4638], [1.0854, -0.0466, 4.4444], [0.4007, -1.2432, 4.2934], [0.5876, -2.0110, 3.1527], [1.4634, -1.5864, 2.1658], [4.2580, 2.1531, 0.8163], [4.0431, 3.0625, 1.8431], [4.5258, 4.3584, 1.7210], [5.2167, 4.7415, 0.5817], [5.4324, 3.8289, -0.4419], [4.9473, 2.5356, -0.3298], [3.8899, -2.8746, 0.4229], [5.7814, -4.4153, 0.1274], [8.1018, -3.5619, 0.2181], [8.5232, -1.1690, 0.6617], [6.6342, 0.3818, 0.9892], [2.4913, 1.3194, 3.5963], [0.9246, 0.5661, 5.3218], [-0.2874, -1.5734, 5.0597], [0.0418, -2.9350, 3.0172], [1.5767, -2.1714, 1.2601], [3.5100, 2.7848, 2.7411], [4.3555, 5.0702, 2.5180], [5.5812, 5.7558, 0.4868], [5.9660, 4.1245, -1.3354], [5.0890, 1.8297, -1.1405]],
  "atomic_forces_ev_per_a": [[1.3, 0.0, -0.1], [0.0, 0.0, -0.5], [-0.9, 0.0, 0.1], [-0.5, 0.0, 0.0], [0.1, -0.5, 0.2], [0.1, 0.4, 0.2], [-0.2, 0.0, 0.3], [0.4, -0.1, -0.1], [-0.2, 0.3, 0.1], [0.0, 0.0, 0.0], [0.0, 0.0, 0.0], [0.0, 0.0, 0.0], [0.1, 0.0, 0.0], [0.0, 0.0, 0.1], [0.3, 0.2, -0.5], [0.1, 0.0, 0.1], [0.0, 0.0, 0.0], [0.0, 0.0, -0.1], [0.0, 0.0, 0.0], [0.0, 0.0, -0.1], [-0.3, -0.5, 0.1], [0.1, 0.0, 0.1], [0.0, 0.0, 0.0], [0.0, 0.0, 0.0], [0.0, 0.0, 0.0], [0.0, -0.1, 0.0], [0.0, 0.0, 0.0], [0.0, 0.0, 0.0], [0.0, 0.0, 0.0], [0.0, 0.0, 0.0], [0.0, 0.0, 0.0], [0.0, 0.0, 0.0], [0.0, 0.0, 0.0], [0.0, 0.0, 0.0], [0.0, 0.0, 0.0], [0.0, 0.0, 0.0], [0.0, 0.0, 0.0], [0.0, 0.0, 0.0], [0.0, 0.0, 0.0], [0.0, 0.0, 0.0], [0.0, 0.0, 0.0]]
}